Record 1
Density functional theory data (ωB97M-V with the def2-TZVPD basis set) for 13 unconnected molecules or ions with the total composition C28H77F3N9O22S.

Geometry as ORCA input:
```
! wB97M-V def2-TZVPD RIJCOSX def2/J DEFGRID3
* xyz -1 1
C -0.886 1.456 -0.898
F -0.040 1.918 0.034
F -2.061 2.061 -0.623
F -0.459 1.839 -2.093
S -1.091 -0.405 -0.809
O 0.302 -0.869 -0.855
O -1.776 -0.563 0.458
O -1.934 -0.637 -1.980
C 1.455 5.813 -3.275
C 0.859 5.184 -2.021
O 1.683 5.525 -0.905
O 0.752 5.426 -4.416
H 2.527 5.586 -3.292
H 1.410 6.901 -3.189
H 0.752 4.104 -2.160
H -0.131 5.603 -1.810
H 1.286 5.193 -0.096
H 1.018 4.544 -4.711
C -3.142 -2.082 -5.039
C -2.782 -0.605 -5.271
O -3.430 0.211 -4.307
O -2.421 -3.015 -5.827
H -4.227 -2.173 -5.178
H -2.995 -2.423 -4.013
H -3.107 -0.230 -6.242
H -1.707 -0.418 -5.192
H -3.282 -0.113 -3.410
H -2.494 -2.730 -6.745
C 2.463 -3.847 0.147
C 3.391 -2.663 -0.001
O 2.849 -1.344 0.002
O 1.661 -3.970 -1.020
H 1.840 -3.705 1.038
H 3.047 -4.761 0.285
H 3.965 -2.872 -0.914
H 4.132 -2.675 0.804
H 1.984 -1.395 -0.457
H 0.729 -3.985 -0.720
C -5.543 -2.752 -2.293
C -5.042 -3.960 -1.524
O -3.636 -4.072 -1.774
O -4.699 -1.661 -2.127
H -6.540 -2.460 -1.960
H -5.534 -3.117 -3.333
H -5.467 -4.930 -1.801
H -5.199 -3.887 -0.439
H -3.261 -4.886 -1.431
H -3.775 -1.948 -2.056
C -0.956 -5.587 0.796
C 0.031 -6.597 0.249
O -0.342 -6.997 -1.057
O -0.763 -4.274 0.275
H -0.793 -5.469 1.871
H -1.971 -5.940 0.605
H 0.167 -7.415 0.963
H 1.015 -6.112 0.265
H 0.429 -6.908 -1.623
H -1.349 -3.677 0.755
C -1.608 2.964 -4.752
C -2.754 3.588 -3.978
O -4.033 3.417 -4.604
O -1.619 3.368 -6.132
H -1.432 1.889 -4.841
H -0.633 3.284 -4.361
H -2.526 4.658 -3.961
H -2.848 3.235 -2.952
H -3.900 2.744 -5.282
H -1.930 4.282 -6.148
C -3.398 2.098 2.393
C -4.420 2.483 1.365
O -5.667 2.754 2.005
O -3.367 3.034 3.476
H -2.421 2.120 1.900
H -3.628 1.116 2.819
H -4.491 1.701 0.613
H -4.158 3.447 0.909
H -5.468 3.268 2.796
H -2.655 2.755 4.058
C -4.687 -2.135 2.019
O -3.684 -2.845 2.186
N -5.857 -2.313 2.682
N -4.626 -1.055 1.204
H -6.602 -1.662 2.510
H -5.956 -2.904 3.483
H -5.419 -0.560 0.841
H -3.741 -0.956 0.728
C 3.041 2.400 -4.310
O 2.450 3.101 -5.136
N 2.445 1.573 -3.419
N 4.404 2.522 -4.173
H 3.009 0.971 -2.846
H 1.501 1.273 -3.585
H 4.944 3.145 -4.732
H 4.775 1.946 -3.439
C -0.004 -1.974 3.353
O 0.182 -2.447 4.490
N 0.988 -1.516 2.559
N -1.253 -1.819 2.863
H 1.893 -1.739 2.947
H 1.068 -1.208 1.605
H -2.031 -2.201 3.362
H -1.393 -1.300 2.000
C 1.667 -1.874 -4.385
O 2.120 -2.023 -5.526
N 0.362 -1.866 -4.038
N 2.548 -1.734 -3.349
H 0.136 -1.859 -3.054
H -0.376 -1.843 -4.714
H 2.290 -1.906 -2.399
H 3.471 -1.859 -3.733
C 4.890 2.808 6.609
C 5.119 1.689 5.570
C 4.714 0.283 6.131
C 3.215 0.009 6.031
C 2.717 0.239 4.622
C 3.023 1.644 4.107
N 4.449 1.884 4.291
O 4.875 3.088 3.673
C 2.624 1.630 2.627
C 2.070 2.684 4.757
C 6.632 1.586 5.327
H 5.545 2.702 7.474
H 3.854 2.735 6.957
H 4.944 3.835 6.247
H 5.297 -0.557 5.758
H 4.964 0.438 7.187
H 2.666 0.710 6.671
H 2.892 -0.973 6.380
H 1.632 0.133 4.640
H 3.174 -0.493 3.954
H 1.694 1.110 2.390
H 2.563 2.599 2.131
H 3.311 0.967 2.081
H 2.373 3.727 4.629
H 1.064 2.590 4.351
H 2.077 2.569 5.845
H 7.039 2.588 5.169
H 6.855 1.033 4.416
H 7.059 1.153 6.230
H 5.052 2.815 2.764
*
```

The LUMO energy is 0.0760 Eh.

These are the Löwdin partial charges, in e, on atoms 1 to 8: -0.633, 0.122, 0.109, 0.132, 0.567, -0.310, -0.318, -0.288

Record 2
Density functional theory data (ωB97M-V with the def2-TZVPD basis set) for a molecular structure, C17H32NO5Rb.

Geometry as ORCA input:
```
! wB97M-V def2-TZVPD RIJCOSX def2/J DEFGRID3
* xyz 0 1
Rb 1.923 -1.694 -1.948
C -1.378 -1.442 -2.230
C -1.792 -0.044 -1.779
C -3.077 -0.242 -0.947
C -3.414 0.986 -0.086
C -2.249 1.521 0.699
C -1.043 1.775 -0.211
N -0.746 0.541 -0.925
O 0.456 0.707 -1.659
C 0.136 2.107 0.695
C -1.356 3.096 -0.969
C -2.120 0.768 -3.036
H -0.984 -2.217 -1.563
H -0.846 -1.399 -3.185
H -2.286 -1.955 -2.592
H -3.049 -1.195 -0.417
H -3.924 -0.295 -1.637
H -4.274 0.776 0.556
H -3.729 1.704 -0.849
H -1.926 0.928 1.559
H -2.567 2.455 1.181
H 0.485 1.206 1.216
H -0.153 2.907 1.376
H 1.031 2.368 0.131
H -0.537 3.260 -1.676
H -1.330 3.893 -0.222
H -2.297 3.243 -1.496
H -1.481 0.466 -3.867
H -2.033 1.841 -2.921
H -3.146 0.626 -3.396
C 4.891 0.902 1.490
C 4.859 1.766 0.199
C 3.693 1.141 -0.578
O 3.859 -0.249 -0.286
C 4.067 -0.334 1.108
H 4.433 1.542 2.240
H 5.916 0.670 1.774
H 5.766 1.817 -0.402
H 4.660 2.798 0.496
H 3.771 1.457 -1.616
H 2.709 1.401 -0.185
H 4.503 -1.307 1.333
H 3.130 -0.317 1.686
C -1.376 -1.773 2.609
C -1.112 -2.677 1.424
C 0.386 -2.837 1.125
O 0.582 -4.242 1.099
C -0.490 -4.865 1.652
O -0.536 -6.020 1.912
O -1.528 -4.012 1.766
H -1.114 -0.750 2.339
H -0.810 -2.027 3.508
H -2.437 -1.805 2.857
H -1.695 -2.261 0.608
H 0.919 -2.269 1.890
H 0.662 -2.439 0.150
*
```

The energy relative to the best compared isomer or geometry (same formula, charge and spin) is 0.7293 eV. The LUMO energy is -0.0180 Eh.

These are the Löwdin partial charges, in e, on atoms 1 to 8: 0.964, -0.097, -0.514, -0.137, -0.165, -0.158, -0.532, -0.186

Record 3
Density functional theory data (ωB97M-V with the def2-TZVPD basis set) for a molecular structure, C40H48BGeN11O3PS2Zn.

Geometry as ORCA input:
```
! wB97M-V def2-TZVPD RIJCOSX def2/J DEFGRID3
* xyz 1 1
Zn -0.636 1.489 -0.492
C -2.042 -0.152 -4.405
C -0.943 0.305 -3.680
N -1.288 0.608 -2.432
N -2.620 0.378 -2.339
C -3.088 -0.087 -3.514
B -3.490 0.805 -1.108
N -2.987 -0.001 0.120
C -3.619 -0.799 0.999
C -2.671 -1.376 1.822
C -1.455 -0.861 1.383
N -1.650 -0.035 0.359
N -3.250 2.330 -0.913
C -4.138 3.316 -0.685
C -3.484 4.526 -0.793
C -2.162 4.189 -1.085
N -2.031 2.869 -1.150
N -4.951 0.584 -1.453
C -5.637 1.299 -2.389
C -6.913 0.806 -2.450
C -6.926 -0.234 -1.501
N -5.751 -0.363 -0.917
H -2.074 -0.487 -5.427
H 0.059 0.435 -4.045
H -4.125 -0.330 -3.664
H -4.685 -0.910 0.955
H -2.836 -2.061 2.635
H -0.463 -1.031 1.760
H -5.176 3.113 -0.483
H -3.905 5.510 -0.690
H -1.309 4.825 -1.254
H -5.175 2.101 -2.940
H -7.717 1.144 -3.080
H -7.737 -0.888 -1.225
C 2.519 4.187 2.831
C 1.431 4.579 3.818
C 0.616 5.771 3.341
O 0.539 3.484 4.139
P -0.020 2.263 3.281
S 1.206 0.715 3.270
S -0.672 2.974 1.483
O -1.244 1.809 4.174
C -2.241 2.548 4.922
C -3.106 3.391 4.002
C -1.644 3.367 6.057
H 3.169 5.041 2.640
H 2.066 3.872 1.891
H 3.107 3.368 3.244
H 1.889 4.813 4.781
H 0.125 5.534 2.398
H 1.274 6.628 3.195
H -0.138 6.034 4.083
H -2.837 1.744 5.356
H -2.502 4.149 3.502
H -3.883 3.880 4.590
H -3.585 2.769 3.245
H -1.236 4.306 5.690
H -0.847 2.808 6.547
H -2.423 3.582 6.788
C 4.199 1.643 0.201
N 3.500 0.380 0.411
C 4.082 -0.612 1.108
C 3.438 -1.770 1.402
C 2.176 -1.961 0.817
N 1.664 -1.029 -0.043
C 2.179 0.262 0.003
O 1.581 1.231 -0.463
N 1.451 -3.054 0.990
H 4.730 1.921 1.108
H 3.468 2.407 -0.036
H 4.914 1.545 -0.617
H 5.082 -0.413 1.467
H 3.889 -2.527 2.025
H 1.762 -3.806 1.580
H 0.520 -3.084 0.599
C 1.936 -0.067 -3.114
Ge 1.740 -1.674 -1.990
C 0.177 -2.854 -2.207
C 0.207 -3.686 -3.325
C -0.813 -4.601 -3.541
C -1.867 -4.686 -2.641
C -1.916 -3.835 -1.546
C -0.895 -2.924 -1.324
C 3.535 -2.544 -1.909
C 4.592 -1.750 -2.282
C 5.926 -2.185 -2.165
C 6.196 -3.425 -1.667
C 5.145 -4.299 -1.306
C 5.417 -5.608 -0.844
C 4.403 -6.477 -0.562
C 3.064 -6.068 -0.715
C 2.770 -4.797 -1.125
C 3.794 -3.868 -1.434
H 1.909 -0.377 -4.160
H 2.889 0.420 -2.922
H 1.152 0.656 -2.918
H 1.038 -3.624 -4.020
H -0.776 -5.249 -4.406
H -2.655 -5.410 -2.800
H -2.758 -3.872 -0.866
H -0.965 -2.241 -0.481
H 4.422 -0.762 -2.689
H 6.727 -1.528 -2.478
H 7.219 -3.767 -1.568
H 6.449 -5.913 -0.726
H 4.616 -7.483 -0.228
H 2.261 -6.767 -0.519
H 1.741 -4.498 -1.259
*
```

The energy relative to the best compared isomer or geometry (same formula, charge and spin) is 0.2781 eV. The LUMO energy is -0.1211 Eh.

These are the natural (NBO) partial charges, in e, on atoms 1 to 8: 1.669, -0.339, -0.034, -0.418, -0.346, 0.003, 0.930, -0.342

Record 4
Density functional theory data (ωB97M-V with the def2-TZVPD basis set) for a molecular structure, C2HAuFO2.

Geometry as ORCA input:
```
! wB97M-V def2-TZVPD RIJCOSX def2/J DEFGRID3
* xyz 1 3
C -0.382 -0.729 0.145
C -1.123 -0.602 -0.945
O -1.801 -0.511 -1.878
Au 1.094 1.597 1.005
F -0.258 0.414 1.007
H -0.026 -1.674 0.543
O 2.495 1.506 0.123
*
```

The expectation value of S² is 2.013. The energy relative to the best compared isomer or geometry (same formula, charge and spin) is 0.0000 eV. The LUMO energy (spin up / spin down) is -0.2292 / -0.2850 Eh.

Charges in e, computed with natural (NBO), in the same order as the atoms: -0.165, 0.676, -0.284, 1.171, -0.358, 0.276, -0.315

Record 5
Density functional theory data (ωB97M-V with the def2-TZVPD basis set) for a molecular structure, C5H9FS2.

Geometry as ORCA input:
```
! wB97M-V def2-TZVPD RIJCOSX def2/J DEFGRID3
* xyz 0 1
C 2.621 1.562 -0.710
C 0.291 -0.359 -0.399
C -1.108 -0.752 -0.352
C -1.893 0.135 0.617
C -1.392 -0.147 1.987
H 2.513 2.323 0.424
H 3.534 0.621 -0.649
H 2.974 2.329 -1.284
H -1.572 -0.408 -1.324
H -1.233 -1.735 -0.380
H -1.549 1.197 0.408
H -1.939 -1.238 2.073
H -1.711 0.469 3.055
H -0.232 -0.208 2.231
F -3.171 -0.168 0.461
S 0.893 0.987 -1.373
S 1.397 -1.266 0.401
*
```

The energy relative to the best compared isomer or geometry (same formula, charge and spin) is 3.3490 eV. The LUMO energy is -0.0141 Eh.

These are the natural (NBO) partial charges, in e, on atoms 1 to 8: -0.719, -0.261, -0.519, 0.205, -0.685, 0.232, 0.268, 0.201

Record 6
Density functional theory data (ωB97M-V with the def2-TZVPD basis set) for a molecular structure, C31H32AsClInN4O8S.

Geometry as ORCA input:
```
! wB97M-V def2-TZVPD RIJCOSX def2/J DEFGRID3
* xyz -1 1
In -18.029 -4.087 5.516
C -16.800 -5.910 0.973
C -17.221 -4.806 1.902
N -17.497 -5.100 3.155
N -17.366 -6.512 3.330
C -17.925 -6.896 4.433
O -18.439 -6.200 5.369
C -17.880 -8.367 4.640
C -18.879 -9.011 5.387
C -18.905 -10.388 5.454
C -17.883 -11.108 4.872
C -16.820 -10.506 4.366
C -16.825 -9.157 4.218
C -17.430 -3.435 1.471
C -16.548 -2.678 0.676
C -16.918 -1.425 0.406
C -18.111 -0.852 0.863
C -18.874 -1.680 1.665
N -18.563 -2.942 1.875
H -17.723 -6.598 0.781
H -16.010 -6.462 1.410
H -16.497 -5.460 0.027
H -19.742 -8.349 5.700
H -19.689 -10.966 5.944
H -17.913 -12.169 4.948
H -15.853 -11.017 4.056
H -15.971 -8.736 3.744
H -15.564 -3.004 0.385
H -16.193 -0.824 -0.144
H -18.317 0.186 0.579
H -19.819 -1.483 2.125
O -21.311 -4.880 7.558
As -20.175 -3.703 8.208
O -18.766 -4.129 7.409
O -20.750 -2.252 7.173
C -21.973 -2.127 6.567
C -22.989 -1.393 7.216
C -24.177 -0.968 6.613
C -24.352 -1.360 5.286
C -23.432 -2.193 4.631
C -22.222 -2.534 5.203
S -21.043 -3.495 4.182
O -21.320 -3.122 2.839
O -21.209 -4.887 4.520
O -19.734 -2.981 4.591
H -21.326 -5.096 6.633
H -22.821 -0.972 8.199
H -24.912 -0.435 7.141
H -25.264 -1.063 4.723
H -23.482 -2.500 3.588
C -14.845 -8.610 7.586
N -15.778 -7.500 7.500
C -17.010 -7.615 8.303
C -15.552 -6.383 6.717
C -14.516 -6.393 5.559
O -16.229 -5.412 6.945
H -15.318 -9.508 7.242
H -14.511 -8.748 8.638
H -13.937 -8.559 7.022
H -17.761 -7.119 7.708
H -16.863 -7.263 9.281
H -17.186 -8.689 8.329
H -13.648 -6.987 5.772
H -14.386 -5.376 5.276
H -15.076 -6.870 4.721
Cl -15.037 -2.544 8.142
C -14.290 -2.909 6.556
C -12.897 -3.261 6.405
C -12.356 -3.563 5.180
C -13.194 -3.556 4.051
C -14.552 -3.242 4.207
C -15.102 -2.766 5.391
C -16.582 -2.505 5.415
H -12.382 -3.440 7.312
H -11.354 -3.914 5.089
H -12.791 -3.850 3.105
H -15.215 -3.202 3.313
H -16.875 -1.860 4.602
H -16.830 -2.017 6.383
*
```

The energy relative to the best compared isomer or geometry (same formula, charge and spin) is 0.0000 eV. The LUMO energy is 0.0882 Eh.

These are the Löwdin partial charges, in e, on atoms 1 to 8: 0.826, -0.039, -0.262, 0.091, 0.063, -0.475, -0.078, -0.128

Record 7
Density functional theory data (ωB97M-V with the def2-TZVPD basis set) for 3 unconnected molecules or ions with the total composition C4H9NO.

Geometry as ORCA input:
```
! wB97M-V def2-TZVPD RIJCOSX def2/J DEFGRID3
* xyz 0 1
C 1.351 -1.846 -0.006
C 0.843 -0.722 -0.905
N -0.327 -0.075 -0.343
C -0.230 1.130 0.075
O 0.597 2.093 0.172
C -1.345 1.834 0.684
H 2.225 -2.335 -0.452
H 0.575 -2.603 0.147
H 1.642 -1.453 0.973
H 1.635 0.030 -1.052
H 0.589 -1.125 -1.893
H -1.907 -0.029 0.178
H -1.885 2.579 0.103
H -1.357 1.971 1.764
H -2.408 0.551 0.555
*
```

The energy relative to the best compared isomer or geometry (same formula, charge and spin) is 5.1570 eV. The LUMO energy is -0.0180 Eh.

These are the natural (NBO) partial charges, in e, on atoms 1 to 8: -0.606, -0.227, -0.572, 0.490, -0.605, -0.111, 0.209, 0.206

Record 8
Density functional theory data (ωB97M-V with the def2-TZVPD basis set) for a single C3H5NO3 molecule.

Geometry as ORCA input:
```
! wB97M-V def2-TZVPD RIJCOSX def2/J DEFGRID3
* xyz 0 1
C -1.473 -0.702 1.207
N -0.345 -0.355 0.613
C -0.209 0.106 -0.719
C 1.172 0.354 -1.185
O 2.004 0.536 0.132
O 1.768 0.699 -2.197
O -1.693 -1.892 1.529
H -2.296 0.111 1.247
H 0.617 -0.430 0.991
H -0.617 -0.804 -1.235
H -0.880 0.975 -0.999
H 1.952 1.402 0.616
*
```

The energy relative to the best compared isomer or geometry (same formula, charge and spin) is 3.4255 eV. As for the structure (SMILES): O=CNCC(=O)O. The LUMO energy is -0.0041 Eh.

These are the natural (NBO) partial charges, in e, on atoms 1 to 8: 0.530, -0.702, -0.351, 0.820, -0.849, -0.457, -0.539, 0.109

Table of max |F| (eV/A), in record order: 2.21, 2.11, 0.75, 9.53, 6.72, 4.04, 0.31, 6.30